1.
{
  "formula": "C3H4IPS",
  "method": "the ωB97M-V functional and the def2-TZVPD basis",
  "elements": ["C", "H", "H", "H", "S", "C", "H", "C", "I", "P"],
  "positions_angstrom": [[1.000, 0.425, -0.888], [1.621, -0.485, 0.994], [0.227, 0.752, 1.008], [-1.582, 0.362, -2.724], [-1.135, -1.975, -1.910], [-0.731, -0.326, -2.245], [-0.131, -0.978, 0.540], [0.568, -0.108, 0.498], [2.382, -1.227, -1.776], [0.310, -1.382, -3.205]],
  "atomic_forces_ev_per_a": [[-2.5, -0.5, -0.1], [-2.6, 1.0, -0.8], [-0.7, 0.9, 0.7], [2.3, -1.4, 1.2], [-0.6, -1.5, 0.7], [0.0, 3.4, 0.3], [0.4, 0.5, -0.1], [3.4, -2.1, -1.0], [0.3, -0.3, 0.1], [0.0, -0.1, -1.0]],
  "mulliken_charge": [-0.105, 0.299, 0.297, 0.302, -0.137, -0.246, 0.232, -0.753, 0.078, 0.033],
  "orbital_gap_ev": 7.01,
  "de_lowest_kcal_mol": 102.14,
  "lumo_energy_ev": -0.798,
  "e_tot_ev": -31394.38750
}

2.
{
  "formula": "C3H4InO3",
  "method": "the ωB97M-V functional and the def2-TZVPD basis",
  "elements": ["O", "C", "In", "O", "C", "H", "H", "C", "O", "H", "H"],
  "positions_angstrom": [[-0.948, 1.765, 0.123], [1.883, -0.602, -0.688], [0.751, 1.047, 0.862], [-1.002, -0.349, 0.754], [1.140, -0.898, 0.480], [2.960, -0.828, -0.671], [-3.117, 0.878, -0.735], [-1.574, 0.696, 0.326], [-2.884, 0.624, 0.168], [1.373, -0.535, -1.661], [1.417, -1.799, 1.043]],
  "atomic_forces_ev_per_a": [[-0.6, 1.8, -1.3], [-1.3, -2.3, 1.4], [1.6, 2.9, 2.5], [-1.0, 0.7, 0.4], [3.8, -3.4, -4.1], [-0.4, 0.1, -0.2], [-0.4, 0.5, 0.0], [-2.2, -2.1, 0.3], [0.3, -0.1, -0.5], [0.2, 1.1, 0.4], [0.0, 1.0, 1.0]],
  "mulliken_charge": [-0.484, -0.637, 0.918, -0.537, -0.133, 0.313, 0.376, 0.742, -0.385, 0.351, 0.477],
  "orbital_gap_ev": [7.42, 6.72],
  "de_lowest_kcal_mol": 64.35,
  "lumo_energy_ev": [-6.765, -6.633],
  "e_tot_ev": -14479.34083,
  "total_charge": 1
}

3.
{
  "formula": "C3H4IrO3",
  "method": "the ωB97M-V functional and the def2-TZVPD basis",
  "elements": ["O", "H", "H", "H", "C", "C", "O", "H", "C", "O", "Ir"],
  "positions_angstrom": [[0.731, -1.393, -0.151], [-1.969, -1.808, -0.669], [-2.489, -0.371, -0.678], [1.129, -2.214, 0.168], [-1.686, -0.884, -0.150], [-0.463, -1.087, 0.529], [0.659, 1.460, 0.078], [-0.452, -1.449, 1.560], [-0.377, 1.191, 0.614], [-1.582, 1.302, 0.544], [1.740, 0.112, -0.792]],
  "atomic_forces_ev_per_a": [[-3.8, -2.7, 1.2], [0.9, -1.5, -0.7], [-0.4, 1.6, 1.0], [0.7, -1.2, 0.4], [0.5, -2.8, -1.1], [-1.1, -1.1, -0.5], [0.3, 1.4, 2.1], [-0.1, 0.7, 0.7], [-8.0, 4.1, -2.3], [5.9, 0.0, 2.8], [5.2, 1.5, -3.5]],
  "mulliken_spin": [0.110, 0.046, 0.018, 0.003, 0.335, 0.438, 0.137, 0.052, 0.017, 0.094, 2.750],
  "multiplicity": 5,
  "orbital_gap_ev": [7.70, 8.11],
  "de_lowest_kcal_mol": 91.98,
  "lumo_energy_ev": [-18.160, -18.400],
  "e_tot_ev": -12107.83438,
  "s_squared": 6.02,
  "total_charge": 3
}

4.
{
  "formula": "C3H4KO2",
  "method": "the ωB97M-V functional and the def2-TZVPD basis",
  "elements": ["C", "H", "O", "H", "K", "O", "H", "C", "C", "H"],
  "positions_angstrom": [[-0.090, -0.486, 0.214], [1.358, -1.362, -1.056], [-0.983, -0.271, -0.816], [1.732, -1.338, 0.793], [2.792, 1.388, -0.395], [-2.149, 1.356, 0.187], [-0.431, -0.269, 1.230], [-1.976, 0.619, -0.863], [1.082, -1.066, -0.041], [-1.335, 1.427, 0.747]],
  "atomic_forces_ev_per_a": [[0.0, -0.1, 0.3], [-0.1, 0.0, 0.3], [0.9, 0.0, 0.0], [-0.2, 0.0, -0.2], [0.1, 0.1, -0.1], [1.4, 0.5, 0.6], [0.1, -0.1, -0.2], [-1.4, -0.4, -0.9], [0.0, 0.1, 0.1], [-0.8, -0.1, 0.1]],
  "mulliken_charge": [0.277, 0.471, -0.146, 0.422, 0.971, -0.230, 0.452, 0.032, -1.537, 0.287],
  "orbital_gap_ev": 7.96,
  "de_lowest_kcal_mol": 28.56,
  "lumo_energy_ev": -4.509,
  "e_tot_ev": -23586.96456,
  "total_charge": 1
}

5.
{
  "formula": "C3H4LaLiO3",
  "method": "the ωB97M-V functional and the def2-TZVPD basis",
  "elements": ["C", "C", "O", "O", "H", "H", "H", "H", "La", "O", "C", "Li"],
  "positions_angstrom": [[0.520, -0.372, 2.319], [-0.304, -1.455, 2.683], [-1.237, -1.100, 0.505], [-0.453, 0.465, 1.650], [1.111, -0.493, -4.150], [0.072, -2.480, 2.692], [-0.708, -1.339, 3.695], [1.511, -0.565, 2.743], [0.174, -0.663, -2.363], [-0.135, 0.895, -0.263], [-0.811, 0.089, 0.440], [2.268, 0.961, 1.402]],
  "atomic_forces_ev_per_a": [[-4.3, -3.2, -2.1], [3.0, -1.1, 2.2], [-0.5, 2.0, -4.4], [2.5, 3.9, 7.0], [0.1, 0.2, 0.2], [0.6, 0.1, -0.2], [-2.4, 0.6, -0.9], [0.7, 1.7, -0.5], [-1.1, 0.3, 1.2], [-0.2, -0.9, -6.3], [2.1, -3.9, 3.6], [-0.4, 0.2, 0.1]],
  "mulliken_charge": [-0.381, -0.736, -0.577, -0.353, -0.154, 0.353, 0.314, 0.499, 1.809, -0.805, 1.061, 0.970],
  "orbital_gap_ev": [5.92, 5.88],
  "de_lowest_kcal_mol": 144.05,
  "lumo_energy_ev": [-9.561, -9.608],
  "e_tot_ev": -10358.29087,
  "total_charge": 2
}

6.
{
  "formula": "C3H4LaLiO3",
  "method": "the ωB97M-V functional and the def2-TZVPD basis",
  "elements": ["H", "H", "O", "La", "C", "H", "O", "O", "C", "Li", "C", "H"],
  "positions_angstrom": [[-0.742, -1.709, -1.314], [0.108, -0.935, 1.021], [1.127, 0.349, 2.396], [-2.756, 1.259, 0.674], [-0.315, -0.730, -1.040], [0.612, 0.877, -2.081], [-1.175, 0.230, -0.842], [-1.080, 0.427, 2.253], [0.671, -0.211, -1.965], [2.099, 1.474, 1.064], [0.029, -0.138, 2.192], [1.422, -0.893, -2.359]],
  "atomic_forces_ev_per_a": [[0.5, -0.4, 1.4], [-0.4, 0.6, 3.2], [-0.5, -0.3, 0.6], [2.3, -1.8, 0.6], [-1.0, 2.0, -4.3], [0.5, -0.5, -0.5], [-2.0, 0.5, 2.8], [-4.0, 1.2, -0.5], [0.6, -1.1, 1.9], [0.6, -0.2, 0.9], [3.3, -0.3, -5.8], [0.0, 0.4, -0.4]],
  "mulliken_spin": [0.012, -0.017, 0.018, 0.002, 0.206, 0.025, 0.200, 0.027, 0.463, 0.001, 0.031, 0.030],
  "multiplicity": 2,
  "orbital_gap_ev": [7.22, 6.87],
  "de_lowest_kcal_mol": 84.43,
  "lumo_energy_ev": [-13.917, -14.407],
  "e_tot_ev": -10349.18325,
  "s_squared": 0.76,
  "total_charge": 3
}

7.
{
  "formula": "C3H4LiMnO3",
  "method": "the ωB97M-V functional and the def2-TZVPD basis",
  "elements": ["Mn", "Li", "H", "C", "H", "H", "C", "O", "O", "H", "O", "C"],
  "positions_angstrom": [[-1.648, 1.059, 0.944], [2.358, 2.179, -0.499], [-2.623, 2.337, 1.373], [1.157, 0.449, -1.073], [1.957, -1.536, -1.212], [0.873, -1.077, -2.586], [1.087, -0.945, -1.522], [-0.384, -1.375, -0.647], [0.618, 0.213, 0.291], [0.734, 1.032, -1.906], [-0.705, -0.593, 1.604], [-0.237, -0.765, 0.463]],
  "atomic_forces_ev_per_a": [[-0.6, 0.8, 0.8], [0.1, -0.6, -0.2], [0.2, -0.1, -0.3], [1.3, -1.6, -0.3], [-1.2, -0.9, 0.7], [-0.2, -0.3, 0.4], [0.7, 1.1, -0.6], [0.2, -2.2, 0.4], [2.5, 4.9, -0.9], [-1.9, 0.6, 1.4], [-2.5, -2.7, 0.3], [1.4, 1.0, -1.7]],
  "mulliken_spin": [5.137, -0.002, -0.170, 0.002, 0.001, 0.000, -0.005, 0.006, 0.026, 0.003, 0.050, -0.047],
  "multiplicity": 6,
  "orbital_gap_ev": [8.16, 7.59],
  "de_lowest_kcal_mol": 86.26,
  "lumo_energy_ev": [-4.448, -5.027],
  "e_tot_ev": -40832.29721,
  "s_squared": 8.76,
  "total_charge": 1
}

8.
{
  "formula": "C3H4LiO3",
  "method": "the ωB97M-V functional and the def2-TZVPD basis",
  "elements": ["H", "H", "C", "O", "H", "C", "H", "Li", "O", "C", "O"],
  "positions_angstrom": [[1.629, -1.605, 2.391], [-2.135, 2.192, 1.582], [0.890, -0.800, 2.361], [0.253, 2.333, -0.214], [2.317, -0.506, -1.136], [0.801, -0.041, 1.255], [0.473, -0.500, 3.334], [1.854, 1.027, -0.128], [-0.359, 0.917, 1.440], [-0.553, 1.879, 0.580], [-1.708, 2.520, 0.780]],
  "atomic_forces_ev_per_a": [[-0.1, 0.4, -0.1], [0.2, -0.3, -0.2], [0.4, 0.6, 0.2], [-0.1, -0.5, -0.3], [0.5, 0.5, -0.3], [-0.1, 0.1, 0.4], [-0.5, -0.4, -0.4], [-0.1, -1.0, -0.7], [-1.0, 0.1, 0.6], [1.6, 0.2, 1.1], [-0.9, 0.4, -0.1]],
  "mulliken_charge": [0.270, 0.347, -0.790, -0.597, -0.304, -0.246, 0.237, 0.026, -0.320, 0.857, -0.479],
  "orbital_gap_ev": 5.20,
  "de_lowest_kcal_mol": 54.43,
  "lumo_energy_ev": 3.142,
  "e_tot_ev": -9521.86150,
  "total_charge": -1
}